1.
30
Properties=species:S:1:pos:R:3 method="wB97M-V/def2-TZVPD" charge=0 max_force_ev_per_a=18.9 e_lumo_ev=0.47 de_lowest_kcal_mol=201.0 e_tot_ha=-1495.22256
Cl -0.75069 -0.64191 -1.30654
C -1.81149 -0.73790 0.13508
C -1.18379 -1.61585 1.20376
Cl -0.86048 -3.25753 0.65727
H -2.79390 -1.12942 -0.12890
H -1.81986 0.29150 0.49334
H -1.78951 -1.65670 2.10904
H -0.24801 -1.14639 1.50710
N -1.01886 0.90560 -5.43634
C -0.33267 1.96836 -5.03090
C 0.10038 2.21740 -3.72425
C -0.21267 1.19942 -2.80016
C -0.98632 0.06249 -3.13942
C -1.32326 -0.04098 -4.48462
H 0.03683 2.66617 -5.76775
H 0.76099 3.02355 -3.44119
H 0.06092 1.32646 -1.76314
H -1.13871 -0.75946 -2.45562
H -2.00544 -0.77874 -4.88052
N 2.03699 1.01302 4.44043
C 1.25288 1.26246 3.34623
C 0.88678 0.26278 2.45416
C 1.21469 -1.05575 2.74498
C 2.03182 -1.30518 3.85594
C 2.39934 -0.26818 4.71603
H 1.07752 2.32372 3.24942
H 0.26849 0.51209 1.60448
H 0.77949 -1.87519 2.19223
H 2.37233 -2.31090 4.05339
H 2.99628 -0.45483 5.59649

2.
33
Properties=species:S:1:pos:R:3 method="wB97M-V/def2-TZVPD" charge=0 max_force_ev_per_a=6.4 smiles=CC[C@H](Cl)c1cc2nsnc2c(Cl)c1OC[C@@H](C)O e_lumo_ev=-1.67 e_tot_ha=-2043.97263
C 0.25486 -3.11487 0.94559
C 0.19100 -2.82304 -0.63899
C -0.18740 -1.31368 -1.02961
Cl -0.45387 -1.31712 -2.88220
C 0.97095 -0.24026 -0.72017
C 2.45619 -0.72094 -0.86015
C 3.69994 0.24372 -0.60859
N 5.10044 -0.17200 -0.71840
S 5.87822 1.33644 -0.37128
N 4.60025 2.45477 -0.08253
C 3.35107 1.73241 -0.22372
C 1.86193 2.19942 -0.08593
Cl 1.59486 3.95979 0.36220
C 0.62055 1.26300 -0.32292
O -0.69802 1.78306 -0.21677
C -1.37791 1.31954 0.97730
C -2.93485 1.77673 0.80209
C -3.66683 0.99037 -0.41841
O -3.71523 1.60914 2.01078
H -0.50767 -3.94780 1.19516
H 1.28647 -3.56320 1.19607
H -0.02398 -2.20929 1.58452
H 1.16639 -3.20222 -1.13103
H -0.64653 -3.49592 -1.07790
H -1.20685 -1.00597 -0.59159
H 2.72387 -1.78816 -1.17426
H -1.39409 0.18303 1.11647
H -1.00994 1.79068 1.95530
H -2.96974 2.89161 0.52632
H -4.80592 1.13049 -0.26132
H -3.40131 1.44985 -1.44628
H -3.48608 -0.14391 -0.39129
H -3.27079 0.94434 2.58156

Number 1: orbital gap 8.259 eV. Number 2: orbital gap 7.096 eV.